22
Properties=species:S:1:pos:R:3:forces:R:3 method="wB97M-V/def2-TZVPD" energy_ev=-41277.4717 charge=+3 fmax_ha_per_bohr=0.0366 homo_lumo_gap_ev=5.04
C -0.323 3.485 -0.223 -0.29 -1.20 0.06
C -0.392 2.013 -0.077 -0.43 1.81 -0.25
C -1.754 1.409 0.040 0.72 -1.13 0.21
C -1.844 0.057 0.219 0.28 0.07 0.11
C -0.610 -0.720 0.283 1.16 -0.83 -1.06
C 0.753 -0.120 0.126 -0.81 -0.27 0.07
C 0.850 1.222 -0.052 -0.22 -0.46 0.09
C 1.994 -1.038 0.211 -0.26 -0.21 0.17
O 3.068 -0.588 0.463 -0.41 -0.17 -0.26
C 1.778 -2.551 -0.015 0.08 0.50 -0.66
C 0.557 -3.144 0.122 -0.69 1.42 -0.98
C -0.644 -2.233 0.536 0.04 -0.57 0.99
O -1.604 -2.723 1.071 -0.16 0.10 -0.58
H -0.018 3.851 0.808 0.08 -0.06 -0.32
H 0.487 3.808 -0.906 -0.15 0.00 0.40
H -1.304 3.941 -0.426 0.43 -0.09 0.00
H -2.676 2.001 -0.008 0.60 0.11 0.02
H -2.814 -0.444 0.345 0.47 0.11 -0.01
H 1.839 1.689 -0.170 -0.49 0.04 0.12
H 2.674 -3.126 -0.296 -0.25 0.25 0.36
H 0.404 -4.228 -0.034 -0.03 0.42 0.71
V -0.424 -2.559 -2.017 0.31 0.17 0.83



23
Properties=species:S:1:pos:R:3:forces:R:3 method="wB97M-V/def2-TZVPD" energy_ev=-93912.2557 de_lowest_kcal_mol=0.0 charge=+1 fmax_ha_per_bohr=0.0776 homo_lumo_gap_ev=8.34
C 2.389 -2.782 -0.061 -0.29 1.14 0.52
C 2.070 -2.187 -1.223 -1.26 3.14 -2.11
C 2.322 -2.133 1.148 1.17 0.34 1.90
C -3.309 1.471 -0.170 -0.35 -2.37 1.91
C -2.679 0.484 0.664 -0.16 -0.73 -2.41
C 1.557 -0.840 -1.240 0.59 -2.44 -0.51
C 1.878 -0.794 1.166 -0.48 -0.99 2.31
C -2.587 2.503 -0.675 -1.88 2.62 0.24
C -1.294 0.471 0.735 -1.45 1.57 0.30
C 1.471 -0.204 -0.002 -0.11 0.35 -1.29
C -1.253 2.527 -0.383 2.04 1.10 -0.86
N -0.598 1.490 0.183 -0.98 0.48 -0.36
S 1.147 1.500 0.123 0.36 0.24 0.06
Br -0.108 4.014 -0.805 -1.19 -0.45 0.01
H 2.656 -3.752 -0.204 1.18 -2.75 0.52
H 2.267 -2.692 -2.174 -0.41 0.12 0.36
H 2.830 -2.660 2.026 -1.36 1.01 -1.00
H -4.395 1.398 -0.257 0.39 0.20 -0.26
H -3.236 -0.452 0.867 0.36 0.98 0.68
H 1.209 -0.496 -2.227 0.33 0.53 0.83
H 1.614 -0.186 2.098 1.17 -1.20 -1.11
H -3.216 3.414 -1.012 1.78 -1.52 0.04
H -0.736 -0.095 1.423 0.55 -1.34 0.22



37
Properties=species:S:1:pos:R:3:forces:R:3 method="wB97M-V/def2-TZVPD" s2=6.036 energy_ev=-114902.3569 multiplicity=5 de_lowest_kcal_mol=0.0 charge=-1 fmax_ha_per_bohr=0.0083 homo_lumo_gap_ev="7.50 / 5.98"
Co -0.513 0.125 -0.082 -0.10 -0.03 -0.29
S -0.482 0.366 2.320 -0.02 -0.01 -0.10
C 0.878 1.372 2.431 0.07 0.04 0.08
C 1.058 2.142 3.607 -0.03 -0.06 -0.06
C 2.123 2.988 3.763 0.04 0.17 0.30
C 2.260 3.753 4.978 0.02 -0.12 -0.30
N 2.370 4.363 5.946 -0.02 -0.01 0.03
C 3.082 3.089 2.720 0.33 0.25 0.09
C 2.943 2.346 1.580 -0.06 -0.13 -0.12
C 1.856 1.456 1.386 0.11 0.04 0.17
S 1.804 0.511 -0.034 -0.02 0.17 0.08
C 4.221 3.970 2.854 -0.30 -0.16 -0.01
N 5.126 4.671 2.950 0.03 -0.01 0.00
H 0.323 2.061 4.396 -0.02 -0.03 -0.03
H 3.684 2.433 0.797 -0.02 -0.02 -0.01
C -2.950 -2.229 -2.642 0.03 -0.02 0.01
C -1.534 -2.725 -2.386 -0.17 0.05 -0.06
O -1.318 -3.939 -3.108 -0.04 0.03 0.00
P -0.306 -1.479 -2.915 -0.24 -0.16 0.00
O -0.471 -1.351 -4.494 0.16 -0.10 0.16
O 1.087 -2.179 -2.707 0.07 -0.01 0.00
O -0.489 -0.168 -2.236 0.13 -0.04 0.09
P -1.164 -2.980 -0.600 -0.05 0.09 -0.22
O -2.305 -4.029 -0.178 0.12 -0.06 -0.02
O 0.204 -3.590 -0.596 -0.01 0.02 0.00
O -1.417 -1.686 0.130 0.10 -0.10 0.19
H -3.109 -2.076 -3.710 0.02 -0.02 -0.01
H -3.126 -1.290 -2.118 0.02 0.00 0.01
H -3.658 -2.975 -2.283 0.01 0.00 0.00
H -0.584 -4.400 -2.680 0.03 -0.01 0.01
H -0.246 -0.461 -4.786 -0.06 0.17 -0.05
H 1.059 -2.728 -1.872 -0.01 0.02 0.02
H -2.464 -4.002 0.770 -0.09 0.05 0.10
F -3.002 1.427 -0.488 0.04 0.04 0.02
C -1.700 1.846 -0.225 -0.20 -0.24 -0.11
F -1.846 2.730 0.806 0.03 0.11 0.14
F -1.394 2.639 -1.298 0.08 0.08 -0.08



33
Properties=species:S:1:pos:R:3:forces:R:3 method="wB97M-V/def2-TZVPD" s2=6.020 energy_ev=-73177.6989 multiplicity=5 charge=-3 fmax_ha_per_bohr=0.2577 homo_lumo_gap_ev="2.72 / 2.68"
Co 29.339 17.970 -2.519 0.82 0.73 -1.17
C 25.343 17.182 -0.524 -3.82 0.24 0.67
C 24.198 18.040 -0.396 0.36 1.32 0.35
C 24.324 19.480 -1.084 -0.04 1.72 -1.45
O 23.424 20.315 -0.806 1.09 -1.01 -0.34
C 25.444 19.768 -2.024 -4.67 -0.74 3.08
C 26.383 18.812 -2.109 2.45 1.33 -2.08
C 26.374 17.526 -1.317 3.72 -0.87 0.96
O 27.449 16.827 -1.143 -0.23 1.52 -2.01
O 27.347 19.179 -2.873 1.59 -2.54 0.38
O 23.179 17.964 0.310 0.46 -1.22 -0.11
H 25.461 16.251 0.011 -0.27 -0.02 0.27
H 25.522 20.688 -2.584 -0.01 0.03 0.19
C 31.606 18.211 -4.018 1.40 3.23 8.75
O 31.310 17.192 -3.444 -2.77 -12.95 -0.52
O 30.675 19.000 -3.827 -9.21 6.47 -4.72
O 32.567 18.703 -3.388 9.55 2.77 -3.01
C 30.684 18.957 -0.389 0.22 -3.09 -8.26
O 30.677 17.782 -0.776 -1.66 -9.99 4.50
O 31.779 19.349 -0.668 9.83 5.76 4.60
O 29.959 19.504 -1.218 -8.62 7.43 -0.14
C 27.831 16.071 -4.821 1.07 0.86 -0.07
O 28.558 16.555 -3.970 -1.37 -1.20 -1.50
N 28.246 15.745 -6.101 0.12 0.14 0.20
C 27.350 15.083 -7.034 0.06 -0.32 -0.04
C 29.610 16.003 -6.542 0.00 -0.03 -1.07
H 26.745 15.903 -4.758 -0.07 0.00 0.64
H 27.549 15.296 -8.085 0.08 1.05 0.04
H 26.300 15.276 -6.813 0.07 0.25 0.07
H 27.436 13.999 -7.112 0.26 -0.53 0.81
H 29.537 16.321 -7.583 -0.10 0.04 -0.33
H 30.164 16.814 -6.069 -0.47 -0.26 0.91
H 30.211 15.095 -6.577 0.14 -0.10 0.41



28
Properties=species:S:1:pos:R:3:forces:R:3 method="wB97M-V/def2-TZVPD" energy_ev=-37153.4963 charge=+1 fmax_ha_per_bohr=0.0672 homo_lumo_gap_ev=8.19
Sn 2.119 -0.104 -1.611 -0.50 0.55 -0.30
C -1.518 -3.768 -0.581 0.56 1.44 -1.00
N -1.727 -2.304 -0.363 0.45 -0.03 -0.77
C -2.789 -1.834 0.375 0.67 -0.34 -0.10
C -2.720 -0.502 0.375 0.27 0.44 0.34
N -1.601 -0.123 -0.375 0.96 0.06 0.01
C -1.001 -1.264 -0.885 -1.82 -0.64 1.10
S 0.074 -1.473 -2.185 0.15 -0.15 -0.15
C -0.939 1.175 -0.208 -2.46 -0.49 -0.68
C -1.719 2.285 0.113 -0.37 -0.46 -0.15
C -1.054 3.461 0.410 -0.58 -0.95 -0.03
C 0.318 3.536 0.389 0.84 -0.67 0.41
C 0.983 2.366 0.037 -0.41 0.55 -0.78
N 0.342 1.242 -0.368 2.24 -0.02 0.61
H -1.717 -4.251 0.350 -0.06 -0.41 0.44
H -0.483 -3.879 -0.905 -0.05 -0.22 0.27
H -2.150 -4.127 -1.393 -0.16 0.06 0.19
H -3.403 -2.523 0.919 -0.36 0.05 0.00
H -3.318 0.161 0.966 0.08 0.37 -0.09
H -2.822 2.231 0.099 0.84 0.04 0.17
H -1.659 4.247 0.745 -0.55 1.35 0.18
H 0.847 4.433 0.718 -0.09 -0.41 -0.24
H 2.060 2.327 -0.019 0.17 0.10 0.03
N 2.619 -0.885 0.249 -2.32 -0.27 -0.54
C 3.757 -0.789 0.531 3.19 0.29 1.28
N 4.942 -0.782 0.900 -0.77 -0.45 -0.35
C 5.849 0.176 0.843 1.53 1.45 0.34
N 6.709 0.968 0.873 -1.45 -1.23 -0.20



23
Properties=species:S:1:pos:R:3:forces:R:3 method="wB97M-V/def2-TZVPD" energy_ev=-34711.8608 de_lowest_kcal_mol=25.3 fmax_ha_per_bohr=0.0775 homo_lumo_gap_ev=8.69
C -0.053 -0.306 2.024 2.11 -1.62 2.97
C 1.058 0.286 2.757 -0.14 -1.49 -0.03
C 1.524 1.526 2.425 -0.04 0.21 1.00
C 0.795 2.246 1.507 -0.06 0.65 -1.56
C -0.305 1.708 0.859 0.25 0.38 -1.52
C -0.720 0.384 1.072 -1.70 1.32 -0.56
C -1.980 -0.580 -0.644 0.76 0.28 -0.75
C -0.906 -0.777 -1.631 0.14 -0.86 0.36
C 0.471 -0.703 -1.626 0.69 1.93 0.50
C 1.035 -1.034 -2.944 0.98 1.00 0.89
C 0.039 -1.307 -3.822 0.01 -0.15 1.17
H -1.752 -1.937 2.305 0.75 -0.14 0.12
H 1.629 -0.235 3.584 -1.17 0.14 -1.19
H 2.363 1.964 2.979 -0.33 -0.19 -0.42
H 1.180 3.198 1.152 -0.24 0.11 0.22
H -0.729 2.236 -0.034 0.13 -0.28 1.20
H -2.962 -0.839 -0.943 -0.93 -0.56 -0.87
H 0.937 -0.073 -0.764 -0.29 -1.83 -1.69
H 2.121 -0.954 -3.307 -1.84 -0.05 1.02
H 0.138 -1.379 -4.848 0.23 -0.57 -1.80
N -1.983 -0.047 0.483 1.95 0.46 2.21
S -0.401 -2.023 2.538 -0.92 1.10 -0.67
S -1.498 -1.354 -3.122 -0.32 0.16 -0.61